[1]
100
Properties=species:S:1:pos:R:3:forces:R:3 method="wB97M-V/def2-TZVPD" e_above_lowest_kcal_mol=19.3 homo_lumo_gap_ev=7.50 homo_energy_ev=-12.690 e_tot_ha=-7484.60048 charge=+2
In -0.759909 0.143893 0.814225 0.071 -0.042 -0.021
Br 3.269186 -2.044590 -5.803375 0.006 0.004 -0.007
C 2.556150 -2.048751 -4.063772 -0.007 -0.014 0.052
C 3.326919 -2.461977 -2.988829 -0.005 0.028 -0.025
C 2.782341 -2.477808 -1.715057 0.065 0.035 0.053
C 1.475589 -2.070840 -1.486256 -0.082 -0.075 -0.012
O 0.890515 -2.113056 -0.250338 0.137 0.107 0.117
C 0.694583 -1.629121 -2.562225 0.054 0.023 -0.109
C -0.694229 -1.164488 -2.522471 -0.078 -0.077 0.031
N -1.330986 -0.606759 -1.566502 0.006 0.084 -0.147
C -2.657152 -0.163190 -1.862521 0.021 -0.020 0.038
C -3.055859 0.297086 -3.090418 0.010 0.017 0.000
C -4.391784 0.688226 -3.325292 -0.010 -0.009 0.005
C -5.319872 0.623307 -2.328677 -0.007 -0.004 -0.017
C -4.932503 0.206549 -1.032567 -0.011 0.021 -0.001
C -5.831336 0.164329 0.058428 0.002 -0.015 0.006
C -5.379955 -0.190749 1.297445 0.009 0.002 -0.006
C -4.010836 -0.467345 1.455459 -0.021 0.007 -0.008
N -3.151120 -0.456514 0.461867 0.051 0.026 0.029
C -3.592391 -0.155179 -0.789906 -0.011 -0.003 -0.004
C 1.252029 -1.653741 -3.846938 -0.017 0.002 -0.001
H 4.350864 -2.775462 -3.140583 -0.009 -0.005 -0.004
H 3.412502 -2.789385 -0.894012 -0.037 -0.018 0.080
H -1.201423 -1.306403 -3.479491 -0.035 -0.015 0.010
H -2.343253 0.381462 -3.901416 0.002 -0.010 0.010
H -4.672977 1.032575 -4.311349 0.005 0.004 0.010
H -6.349863 0.904395 -2.507195 0.009 0.003 0.001
H -6.870475 0.425124 -0.101215 0.009 -0.003 -0.002
H -6.039602 -0.233229 2.152129 -0.001 0.007 -0.004
H -3.608532 -0.685966 2.440144 0.009 0.004 -0.006
H 0.641742 -1.353540 -4.690037 0.009 0.005 0.008
F 6.942963 -5.755287 2.020641 0.018 -0.014 -0.007
C 5.758696 -5.185922 1.838205 -0.010 -0.008 0.006
C 4.886327 -5.745746 0.919328 -0.002 0.014 0.011
C 3.651641 -5.148428 0.737253 -0.025 0.004 -0.035
C 3.320203 -4.007546 1.468736 0.074 0.026 -0.106
C 4.213706 -3.462564 2.389133 -0.002 0.019 0.013
C 5.446159 -4.058013 2.580287 -0.003 0.005 -0.004
Sb 1.407073 -3.232751 1.269605 0.026 -0.177 -0.046
C 0.143622 -4.817117 0.818658 -0.080 -0.018 -0.015
C 0.309722 -6.043827 1.462382 0.041 -0.010 0.031
C -0.568748 -7.083111 1.210723 -0.008 0.000 -0.022
C -1.602586 -6.868540 0.314406 0.009 0.004 0.010
F -2.450562 -7.861513 0.068432 -0.009 -0.020 -0.002
C -1.791139 -5.660692 -0.335604 0.004 -0.006 0.000
C -0.908485 -4.626585 -0.077759 0.007 0.025 0.003
C 0.692857 -2.297653 2.975803 -0.062 0.060 -0.007
C -0.542890 -2.750485 3.436165 -0.024 -0.021 0.005
C -1.107252 -2.187057 4.568785 -0.009 -0.008 -0.030
C -0.416823 -1.178365 5.215173 0.034 0.020 -0.009
F -0.955596 -0.626573 6.296374 -0.021 0.011 0.030
C 0.818639 -0.720797 4.782727 -0.020 -0.007 -0.009
C 1.374277 -1.286785 3.652156 0.063 0.010 -0.011
H 5.178599 -6.630414 0.370983 0.001 0.004 -0.003
H 2.957335 -5.576503 0.023271 -0.003 -0.003 0.010
H 3.961084 -2.578430 2.958701 0.001 -0.008 0.002
H 6.163880 -3.668544 3.288999 -0.005 -0.002 -0.005
H 1.123806 -6.203943 2.160885 -0.011 0.008 -0.005
H -0.465777 -8.046727 1.690065 0.001 0.004 0.001
H -2.615710 -5.549751 -1.026327 0.008 -0.002 0.001
H -1.041552 -3.674741 -0.577058 -0.002 -0.001 0.010
H -1.077803 -3.539433 2.920495 0.019 -0.009 -0.003
H -2.059025 -2.522610 4.957286 0.003 0.002 0.003
H 1.319052 0.066401 5.329724 -0.004 -0.006 0.000
H 2.323434 -0.915510 3.292548 -0.014 -0.022 0.017
Cl 4.449926 2.129664 -0.650258 0.003 0.001 -0.003
C 3.609048 1.815017 0.866950 -0.044 -0.056 0.058
Cl 4.604075 2.266975 2.253704 -0.013 -0.004 -0.028
Cl 2.059634 2.662303 0.907425 0.050 0.099 0.033
C 3.342448 0.370531 0.947584 0.020 -0.154 -0.227
N 3.128277 -0.756542 0.956423 -0.046 0.168 0.238
C 2.037540 8.365262 -0.657199 0.003 0.007 -0.020
C 1.362152 7.450349 0.350246 -0.027 0.020 0.036
S 0.707794 5.962232 -0.355812 -0.010 0.032 -0.046
O 0.225466 5.121938 0.719247 0.006 -0.039 -0.008
O 1.663561 5.406837 -1.287800 0.002 -0.017 0.014
C -0.714630 6.487115 -1.301681 -0.050 -0.005 0.037
C -1.291496 5.341082 -2.129730 0.061 -0.011 0.059
N -1.671146 4.178778 -1.317680 0.009 -0.032 0.021
C -0.978457 3.018978 -1.257445 0.008 -0.052 -0.047
N -1.466150 2.220359 -0.317786 -0.160 0.044 0.113
C -2.508374 2.881248 0.264925 0.026 0.076 -0.032
C -2.643074 4.085311 -0.340568 -0.085 0.013 -0.054
N -3.654764 5.067323 -0.074426 0.040 0.122 0.134
O -4.432243 4.809586 0.818759 0.056 -0.013 -0.137
O -3.656584 6.083861 -0.749715 -0.029 -0.135 0.008
C 0.145930 2.654913 -2.160194 -0.021 -0.007 0.021
H 2.416837 9.244888 -0.139646 0.012 -0.006 -0.009
H 1.345803 8.711153 -1.425325 -0.002 0.011 0.016
H 2.869618 7.860686 -1.143218 -0.003 -0.005 -0.002
H 0.534498 7.925907 0.880323 -0.003 -0.023 -0.013
H 2.058403 7.074152 1.103574 0.012 0.004 -0.012
H -0.397614 7.284930 -1.973600 0.019 -0.023 -0.010
H -1.448512 6.881670 -0.600578 0.016 0.005 -0.016
H -0.556581 4.990266 -2.850739 0.006 0.017 0.011
H -2.165920 5.697631 -2.663704 -0.027 0.029 -0.022
H -3.106366 2.481310 1.067295 0.008 -0.018 -0.008
H -0.191183 2.615060 -3.198393 0.019 0.005 -0.002
H 0.507554 1.667939 -1.877130 0.006 0.001 -0.011
H 0.967041 3.367998 -2.084263 0.002 0.004 -0.001


[2]
94
Properties=species:S:1:pos:R:3:forces:R:3 method="wB97M-V/def2-TZVPD" e_above_lowest_kcal_mol=12.4 homo_lumo_gap_ev=7.15 homo_energy_ev=-7.639 e_tot_ha=-5474.25269 charge=0
Pb -0.396399 -0.463988 -0.783204 -0.323 0.012 -0.326
C 5.347352 -1.706760 -2.554500 -0.038 -0.009 0.058
S 3.838141 -2.596912 -2.973110 -0.022 -0.007 -0.072
C 2.578399 -1.594034 -2.276178 0.088 -0.057 -0.121
S 1.010434 -2.231099 -2.530931 0.030 0.018 0.091
N 2.981248 -0.499780 -1.686287 -0.012 -0.014 0.067
N 2.001985 0.211917 -1.046212 0.049 0.057 -0.033
C 2.351481 1.367541 -0.635010 -0.059 0.073 0.124
C 1.472653 2.168560 0.233629 0.122 -0.117 -0.069
C 1.874923 3.416875 0.674037 0.005 0.051 0.047
C 1.057662 4.101010 1.565817 0.032 0.011 -0.022
C -0.114412 3.510938 1.993299 -0.010 -0.043 -0.004
C -0.445711 2.253698 1.497331 -0.007 0.053 -0.004
N 0.323269 1.609658 0.632779 0.070 -0.020 -0.086
H 6.152533 -2.211051 -3.085915 0.006 -0.026 -0.010
H 5.533096 -1.748099 -1.483252 0.006 0.044 -0.007
H 5.279771 -0.671961 -2.876275 0.022 0.015 -0.005
H 3.347576 1.743713 -0.862360 -0.006 -0.009 0.022
H 2.814676 3.833819 0.336728 -0.002 -0.001 -0.004
H 1.344848 5.080383 1.925414 0.001 0.009 0.004
H -0.778319 4.004313 2.687509 -0.020 0.005 0.013
H -1.362981 1.763292 1.786041 -0.052 -0.006 0.018
I -2.851540 -1.343490 1.610752 0.017 0.035 -0.023
C -2.686461 -2.192580 3.523187 0.068 -0.026 0.055
C -3.915763 -2.291185 4.119940 0.024 -0.035 0.079
C -4.081737 -2.858337 5.396050 -0.031 0.035 -0.072
C -2.991031 -3.329526 6.047631 0.060 -0.021 0.019
C -1.700922 -3.241234 5.468582 -0.016 -0.003 0.024
C -0.621420 -3.760659 6.219010 -0.013 0.002 -0.004
C 0.648826 -3.714512 5.740726 0.012 -0.005 -0.006
C 0.871891 -3.125857 4.488909 0.069 -0.012 0.017
C -0.129206 -2.595917 3.710913 -0.058 0.067 -0.035
P 0.506834 -1.853780 2.126471 -0.034 -0.079 0.086
C 1.821160 -0.752313 2.756508 -0.046 0.000 0.025
C 1.580810 0.032223 3.886282 0.017 0.008 -0.020
C 2.472575 1.023458 4.264200 0.026 -0.017 -0.014
C 3.627653 1.242275 3.524828 -0.006 -0.005 0.006
C 3.876075 0.468890 2.400876 -0.013 0.009 0.000
C 2.975170 -0.512390 2.011513 0.021 0.023 -0.059
C 1.378388 -3.300668 1.421056 -0.012 0.055 -0.063
C 0.596018 -4.112150 0.600346 -0.004 -0.003 -0.001
C 1.134508 -5.230790 -0.014354 0.019 0.003 0.001
C 2.474215 -5.540027 0.164305 -0.005 0.024 0.004
C 3.264847 -4.736103 0.973367 -0.025 -0.004 -0.006
C 2.720255 -3.625767 1.601366 0.035 -0.053 0.082
C -1.491193 -2.651809 4.179378 -0.040 0.030 -0.025
H -4.786159 -1.927879 3.592640 -0.024 0.003 -0.011
H -5.068691 -2.920073 5.833047 -0.019 0.004 0.002
H -3.080333 -3.785253 7.025545 0.007 -0.004 0.016
H -0.836788 -4.198367 7.185708 -0.009 -0.007 0.014
H 1.477876 -4.115326 6.307772 0.014 -0.004 0.006
H 1.891561 -3.081714 4.126437 -0.010 -0.003 -0.002
H 0.686460 -0.131378 4.475075 -0.022 -0.008 0.013
H 2.267865 1.621797 5.142271 -0.007 0.015 0.015
H 4.329440 2.009064 3.825687 0.010 0.013 0.002
H 4.772403 0.630232 1.815035 0.017 0.005 -0.011
H 3.176547 -1.085857 1.113942 -0.022 0.060 0.005
H -0.446152 -3.858904 0.432867 -0.006 0.008 -0.002
H 0.514480 -5.842184 -0.655698 -0.009 -0.011 -0.011
H 2.905644 -6.396063 -0.336818 0.004 -0.020 0.000
H 4.311560 -4.971642 1.115147 0.019 -0.003 -0.002
H 3.352307 -3.013778 2.233500 -0.021 -0.040 -0.015
N -0.413872 1.050913 -2.650817 -0.036 0.102 -0.007
S -1.701717 1.239760 -3.572943 -0.054 -0.185 0.141
C -2.359581 2.888795 -3.354124 0.032 0.041 -0.041
C -3.308504 3.353634 -4.256109 -0.032 0.038 -0.006
C -3.847579 4.613420 -4.070736 -0.026 -0.014 0.018
C -3.453359 5.384314 -2.981382 0.013 0.000 0.003
C -2.525615 4.894878 -2.077672 -0.010 0.010 -0.007
C -1.968597 3.635016 -2.260365 0.036 -0.022 -0.004
C -1.081903 1.384748 -5.237699 0.050 0.037 -0.001
C -0.431100 2.532903 -5.672787 -0.025 -0.010 -0.038
C 0.120564 2.553119 -6.942097 -0.005 -0.003 -0.025
C 0.018843 1.436706 -7.764730 0.019 0.016 0.014
C -0.634963 0.297705 -7.322219 -0.010 -0.012 0.014
C -1.189090 0.266902 -6.049671 0.016 0.005 -0.027
H 0.376258 1.591858 -2.990832 0.057 -0.007 0.108
H -3.615646 2.742645 -5.096372 -0.001 -0.001 -0.009
H -4.584752 4.990147 -4.767039 -0.006 0.009 -0.006
H -3.889098 6.363141 -2.830448 0.000 0.012 -0.002
H -2.246547 5.480358 -1.212241 0.002 -0.009 0.017
H -1.276145 3.214898 -1.542800 0.014 0.023 -0.019
H -0.377671 3.405790 -5.034031 0.019 -0.005 0.013
H 0.624321 3.443037 -7.294761 0.013 0.005 -0.003
H 0.453669 1.457789 -8.755104 -0.006 0.004 -0.013
H -0.713749 -0.569268 -7.963838 0.001 -0.008 -0.002
H -1.694045 -0.618666 -5.687005 -0.002 -0.023 0.017
Cl -5.653346 1.586884 1.301377 -0.014 0.018 -0.051
C -5.056003 1.499783 -0.371197 -0.172 0.008 0.005
Cl -5.714866 0.048480 -1.138148 -0.022 0.003 0.015
Cl -5.612424 2.931273 -1.274904 -0.003 -0.040 0.005
C -3.480697 1.532702 -0.365065 -0.109 0.157 0.043
O -2.998286 2.482037 0.242030 0.095 0.064 0.152
O -2.924695 0.611842 -0.999623 0.297 -0.292 -0.073


[3]
91
Properties=species:S:1:pos:R:3:forces:R:3 method="wB97M-V/def2-TZVPD" s2=16.08 spin_multiplicity=8 homo_lumo_gap_ev="6.11 / 6.47" homo_energy_ev="-6.767 / -7.136" e_tot_ha=-3643.26524 charge=0
Gd 2.008882 1.110127 0.406205 2.462 1.405 -0.840
C 4.711882 -0.266973 0.341905 0.268 -0.025 -0.322
C 3.840082 -1.296773 0.637505 0.145 -0.434 -0.237
C 3.156782 -1.304673 1.836205 0.067 -0.353 0.260
C 3.348582 -0.281273 2.744205 -0.193 -0.117 0.399
C 4.219682 0.748827 2.453005 0.306 -0.372 0.525
C 4.898482 0.757727 1.250805 0.326 0.284 -0.119
H 5.246982 -0.260073 -0.595595 -0.023 -0.002 -0.111
H 3.689082 -2.097173 -0.068895 0.025 -0.065 -0.118
H 2.479382 -2.111873 2.065305 -0.078 -0.088 0.024
H 2.813382 -0.283673 3.680005 -0.061 0.007 0.166
H 4.372282 1.544727 3.165005 0.091 -0.613 0.212
H 5.570082 1.569927 1.019005 0.078 0.105 -0.043
C -4.375518 0.472427 2.672805 0.049 0.067 0.074
C -3.966218 -0.154573 1.501005 0.398 0.203 -0.084
C -2.832818 0.303627 0.823105 -0.258 0.081 0.035
C -2.097118 1.409127 1.289105 -0.700 -0.170 0.275
C -2.509918 2.003027 2.491205 -0.128 -0.066 0.125
C -3.644818 1.547127 3.171005 0.236 -0.132 -0.220
P -0.596718 1.925927 0.396705 -0.663 1.594 -0.334
C -1.118818 2.120227 -1.339995 0.048 -0.158 -0.989
C -2.430018 2.408727 -1.746795 -0.338 0.011 -0.346
C -2.757818 2.513827 -3.102195 0.058 -0.047 0.583
C -1.778618 2.332127 -4.074695 0.446 0.128 0.099
C -0.470518 2.050227 -3.692995 -2.126 2.935 -0.315
C -0.144018 1.947427 -2.337795 -0.731 2.346 0.831
C -0.287118 3.664527 0.905505 -1.117 1.090 0.151
C -1.277218 4.649527 0.732905 0.642 -1.277 0.000
C -1.060418 5.968427 1.125505 0.893 0.640 0.490
C 0.153282 6.332227 1.699205 -1.351 0.241 -0.481
C 1.168982 5.386227 1.886905 -0.258 0.272 -0.134
C 2.391782 5.765727 2.468605 1.583 -0.544 0.502
C 3.415782 4.838627 2.663305 -0.544 1.655 0.064
C 3.229982 3.518727 2.277005 -1.408 -0.058 -0.571
C 2.021182 3.136327 1.700905 0.522 -1.611 0.827
C 0.959582 4.041127 1.488805 0.316 0.251 0.476
H -5.253018 0.115127 3.205005 0.096 0.074 -0.084
H -4.519918 -1.006473 1.115305 0.072 0.122 -0.003
H -2.526118 -0.220873 -0.080895 -0.043 0.234 0.056
H -1.949318 2.824827 2.930705 -0.027 -0.039 -0.259
H -3.948118 2.027627 4.097705 0.071 -0.047 -0.159
H -3.221718 2.554627 -1.015795 0.122 -0.074 -0.008
H -3.780718 2.735327 -3.395495 0.134 -0.017 0.092
H -2.034418 2.410327 -5.127895 0.024 -0.037 0.123
H 0.298682 1.907327 -4.447395 -1.678 0.204 -0.225
H 0.886782 1.723427 -2.067895 -0.899 0.450 0.148
H -2.241318 4.399227 0.298305 0.144 -0.121 -0.010
H -1.841018 6.711427 0.984305 0.114 -0.107 0.017
H 0.300782 7.367527 1.999505 0.089 -0.152 0.008
H 2.556182 6.796527 2.777105 -0.176 -0.126 -0.096
H 4.354082 5.149327 3.114805 -0.078 0.118 -0.017
H 4.014182 2.781927 2.419305 -0.355 1.244 -0.238
C 2.185782 1.280127 -3.890795 1.033 0.094 -1.201
C 2.008882 0.016627 -3.022995 0.381 1.329 -0.220
O 2.008882 0.424927 -1.742795 0.893 -1.776 0.578
C 3.129782 -0.983773 -3.348095 1.375 -0.153 -1.078
F 3.146882 -1.305673 -4.671195 0.196 0.043 0.734
F 4.369282 -0.481573 -3.091295 -0.815 -0.158 0.240
F 3.037282 -2.156073 -2.675095 0.257 0.332 -0.065
C 0.717082 -0.706573 -3.436495 -1.301 -0.409 -1.185
F -0.391718 0.065327 -3.265695 0.784 -4.669 -0.035
F 0.723082 -1.027173 -4.759995 -0.202 0.136 0.594
F 0.492782 -1.863773 -2.768395 -0.360 0.573 -1.559
H 3.129182 1.798727 -3.673695 -0.129 -0.512 0.244
H 1.371182 2.000627 -3.738195 2.419 -0.740 0.384
H 2.196182 1.029327 -4.958395 0.020 0.077 0.035
N -2.547318 -4.801573 1.282205 0.025 0.990 0.678
C -3.044818 -6.035773 0.953705 -0.331 0.045 0.408
C -4.049218 -6.827773 1.513705 -0.064 -0.582 -0.351
C -4.290418 -8.061473 0.897105 -0.084 0.671 0.579
C -3.558518 -8.470573 -0.220795 0.799 0.485 -0.550
C -2.556418 -7.653773 -0.760295 -0.417 -0.410 0.176
C -2.302018 -6.415173 -0.155095 -0.020 -0.733 -0.501
N -1.389018 -5.445373 -0.484295 0.546 0.964 0.095
C -1.546518 -4.469973 0.394805 -0.599 -1.495 -0.425
C -0.776618 -3.220873 0.427605 0.232 0.001 -0.220
C -0.986418 -2.222373 1.382305 0.393 0.098 -0.031
C -0.206018 -1.076373 1.328905 0.380 -0.285 -0.106
N 0.752582 -0.859773 0.406205 -1.942 -2.374 0.091
C 0.942082 -1.833373 -0.507695 0.350 0.169 0.919
C 0.214582 -3.010673 -0.536495 -0.125 -0.120 0.558
H -2.866818 -4.233773 2.050305 0.045 -0.045 -0.090
H -4.618018 -6.511673 2.381105 0.051 -0.025 -0.076
H -5.063518 -8.715173 1.296505 0.152 0.164 -0.055
H -3.766818 -9.434173 -0.679895 0.039 0.193 0.093
H -1.984218 -7.963973 -1.627295 -0.052 0.021 0.069
H -1.732718 -2.306073 2.161805 -0.001 0.017 -0.050
H -0.336918 -0.276073 2.052205 -0.086 -0.232 0.029
H 1.718782 -1.638973 -1.241795 -0.337 -0.185 1.040
H 0.417382 -3.755673 -1.300795 -0.140 0.107 0.216
H 2.008882 2.862527 -0.711395 0.041 -0.517 -0.156